(1)
ORCA calculation (ωB97M-V with the def2-TZVPD basis set) on a gas-phase ion, C5H8NOS2 (charge +1).

Structure (XYZ):
```
17
Properties=species:S:1:pos:R:3:mulliken_charge:R:1
S -2.34 1.31 -0.13 -0.019
S -1.85 -1.63 -0.39 -0.074
O 2.05 -1.13 0.37 -0.463
N -0.04 0.12 -0.14 0.099
C -1.33 -0.02 -0.21 0.498
C -0.86 2.42 -0.12 -0.577
C -0.12 -2.23 0.03 -0.524
C 0.81 -1.14 -0.34 -0.206
C 0.33 1.47 0.35 -0.657
H 1.28 1.70 -0.14 0.365
H 0.07 -2.30 1.12 0.392
H 0.29 -3.11 -0.58 0.375
H 0.39 1.30 1.39 0.337
H 1.06 -1.05 -1.36 0.336
H 2.00 -1.76 1.09 0.331
H -1.10 3.42 0.21 0.470
H -0.64 2.63 -1.15 0.316
```

For the electronic energy, the calculation gives -1121.4165 Eh. Its spin multiplicity is 1. The total charge is +1. For the HOMO energy, the calculation gives -14.11 eV.

***

(2)
ORCA calculation (ωB97M-V with the def2-TZVPD basis set) on C5H8O in the gas phase.

Structure (XYZ):
```
14
Properties=species:S:1:pos:R:3:mulliken_charge:R:1
O 0.12 -0.21 2.93 -0.500
C 0.09 0.07 -0.46 0.754
C -0.88 1.11 -0.95 -1.181
C 0.71 0.19 0.69 -0.339
C 0.25 -1.18 -1.28 -1.208
C 1.01 0.20 1.96 -0.145
H -0.72 -0.35 2.48 0.306
H -0.63 1.49 -1.94 0.342
H 0.95 -1.87 -0.82 0.334
H -0.93 1.95 -0.25 0.326
H 1.95 0.50 2.40 0.336
H -0.71 -1.69 -1.40 0.322
H -1.88 0.66 -1.01 0.321
H 0.60 -0.94 -2.29 0.332
```

For the electronic energy, the calculation gives -270.4867 Eh. The structure (SMILES) is CC(C)=C=CO. Its spin multiplicity is 1. The total charge is 0. For the HOMO energy, the calculation gives -8.67 eV.

***

(3)
ORCA calculation (ωB97M-V with the def2-TZVPD basis set) on C5H8O in the gas phase.

Structure (XYZ):
```
14
Properties=species:S:1:pos:R:3:mulliken_charge:R:1
O -2.03 0.56 -0.97 -0.486
C -1.68 1.14 0.20 0.043
C 0.63 0.21 0.27 0.207
C -0.66 0.63 0.91 -1.006
C 1.31 -1.12 0.36 -0.401
C 0.87 -0.60 -0.98 -0.675
H 0.73 -1.93 0.79 0.245
H 1.31 1.06 0.34 0.324
H 0.06 -1.11 -1.49 0.209
H -2.28 2.02 0.45 0.378
H 1.64 -0.24 -1.66 0.217
H 2.37 -1.13 0.60 0.263
H -0.61 0.82 1.97 0.306
H -1.65 -0.31 -0.78 0.377
```

For the electronic energy, the calculation gives -270.4636 Eh. The structure (SMILES) is O/C=C\C1CC1. Its spin multiplicity is 1. The total charge is 0. For the HOMO energy, the calculation gives -8.41 eV.

***

Energy above the lowest of the compared OMol25 structures with the same formula, charge and spin for the records above, in order: 0.000; 1.936; 2.565 eV
Frontier orbital gap for the records above, in order: 10.2310; 9.4814; 9.3426 eV